1.
Density functional theory data (the ωB97M-V functional and the def2-TZVPD basis) for C19H22CoN2Te as an isolated structure.

Last column: Mulliken spin population.
CARTESIAN COORDINATES (ANGSTROEM)
C -1.053 0.841 3.702  0.00
C -1.180 -0.629 3.723  0.00
H -0.253 1.238 4.333  0.00
H -1.984 1.358 3.948  0.00
H -0.804 1.138 2.663  0.00
H -0.518 -1.106 2.990  0.00
H -0.902 -1.014 4.710  0.00
H -2.219 -0.962 3.587  0.00
C -0.339 2.527 -2.150  0.02
C 0.095 3.409 -3.134  0.00
C 0.306 2.946 -4.431  0.01
C 0.175 1.589 -4.711  0.00
H -0.481 2.801 -1.103  0.01
H 0.259 4.450 -2.895  0.00
H 0.614 3.634 -5.224  0.00
H 0.428 1.156 -5.670  0.00
N -0.576 1.234 -2.463  0.02
C -0.271 0.732 -3.710  0.04
C -0.365 -0.699 -3.725  0.03
N -0.735 -1.167 -2.485  0.00
C -0.758 -2.485 -2.184  0.01
C -0.182 -2.968 -4.460  0.01
C -0.504 -3.413 -3.178  0.00
H -0.988 -2.721 -1.145  0.01
H -0.564 -4.476 -2.951  0.00
C -0.058 -1.603 -4.736  0.00
H 0.283 -1.211 -5.689  0.00
H 0.010 -3.688 -5.253  0.00
Co -1.234 0.046 -1.234  2.74
C -3.173 0.004 -1.033  0.06
H -3.523 -1.031 -1.164  0.02
H -3.621 0.635 -1.817  0.02
H -3.472 0.367 -0.040  0.00
Te 1.253 -0.053 0.686  0.02
C 2.117 -0.091 2.593  0.00
C 2.373 1.134 3.267  0.00
C 2.465 1.137 4.667  0.00
C 2.461 -0.071 5.378  0.00
C 2.431 -1.289 4.688  0.00
C 2.326 -1.312 3.292  0.00
H 2.396 2.064 2.691  0.00
H 2.519 2.088 5.204  0.00
H 2.472 -0.059 6.477  0.00
H 2.461 -2.228 5.247  0.00
H 2.316 -2.254 2.738  0.00

Calculated values
LUMO (spin up / spin down) ... -1.4 / -1.5 eV
Orbital gap (spin up / spin down) ... 4.66 / 4.55 eV
E ... -2497.3740 a.u.
<S²> ... 3.767
Spin multiplicity ... 4

=====

2.
Density functional theory data (the ωB97M-V functional and the def2-TZVPD basis) for C19H22CoN8O4S as an isolated structure.

Last column: Mulliken spin population.
CARTESIAN COORDINATES (ANGSTROEM)
Co -0.171 0.015 0.576  0.95
N 0.544 2.009 3.997  0.00
C -0.114 1.011 4.712  0.00
C -0.295 0.851 6.082  0.00
C -1.033 -0.244 6.472  0.00
C -1.582 -1.131 5.527  0.00
C -1.396 -0.961 4.173  0.00
C -0.624 0.128 3.762  0.00
N -0.273 0.600 2.485  0.01
C 0.409 1.706 2.697  0.00
C 0.867 2.453 1.534  0.01
C 1.406 3.686 1.366  0.00
S 1.522 4.033 -0.300  0.00
C 0.859 2.528 -0.685  0.00
N 0.566 1.793 0.360  -0.02
H 0.993 2.826 4.381  0.00
H 0.111 1.547 6.802  0.00
H -1.206 -0.418 7.523  0.00
H -2.180 -1.961 5.876  0.00
H -1.856 -1.632 3.466  0.00
H 1.699 4.408 2.108  0.00
H 0.674 2.214 -1.699  0.00
N 2.244 -0.274 0.671  0.03
N 2.640 -1.351 -0.142  0.00
C 1.768 -1.924 -1.010  0.00
N 2.239 -2.938 -1.726  0.00
N 0.551 -1.377 -1.050  0.01
N -0.365 -2.065 -1.833  0.00
O -1.303 -1.416 -2.234  0.00
O -0.171 -3.214 -2.148  0.00
H 2.654 0.593 0.321  0.00
H 2.575 -0.434 1.621  0.00
H 3.620 -1.602 -0.187  0.00
H 3.194 -3.238 -1.624  0.00
H 1.608 -3.463 -2.325  0.00
C -2.693 -3.366 0.660  0.00
C -1.392 -2.733 1.050  0.00
O -1.311 -1.505 0.900  -0.01
C -0.295 -3.547 1.575  -0.01
C -0.376 -4.943 1.534  0.00
C 0.650 -5.716 2.052  0.00
C 1.752 -5.102 2.630  0.00
C 1.830 -3.714 2.695  0.00
C 0.811 -2.943 2.170  0.01
H -3.388 -2.600 0.328  0.00
H -3.125 -3.922 1.494  0.00
H -2.521 -4.075 -0.152  0.00
H -1.226 -5.435 1.087  0.00
H 0.585 -6.794 2.011  0.00
H 2.544 -5.707 3.048  0.00
H 2.676 -3.246 3.180  0.00
H 0.843 -1.863 2.268  0.01
O -1.702 0.771 -0.669  0.03
H -1.866 0.051 -1.316  0.00
H -2.548 1.002 -0.272  0.00

Calculated values
LUMO (spin up / spin down) ... -5.9 / -5.8 eV
Total charge ... +2
Orbital gap (spin up / spin down) ... 8.36 / 8.38 eV
E ... -3256.6591 a.u.
<S²> ... 0.769
Relative energy (zero: lowest compared OMol25 entry of this formula, charge and spin) ... 0.00 kcal/mol
Spin multiplicity ... 2

=====

3.
Density functional theory data (the ωB97M-V functional and the def2-TZVPD basis) for C19H22IrN6O5Te as an isolated structure.

Last column: Mulliken spin population.
CARTESIAN COORDINATES (ANGSTROEM)
Ir 0.118 -0.480 0.533  0.63
O 0.503 -4.525 4.958  0.00
C 0.456 -3.589 4.021  0.00
C 0.805 -2.249 4.251  0.00
C 0.713 -1.371 3.198  0.00
N 0.304 -1.797 2.007  -0.02
C -0.022 -3.064 1.750  0.01
C 0.036 -4.006 2.743  0.01
C -0.396 -3.275 0.298  -0.01
O -0.772 -4.309 -0.150  0.02
O -0.211 -2.159 -0.453  0.14
C 1.067 0.108 3.192  -0.01
O 1.378 0.699 4.180  0.00
O 1.002 0.655 1.967  0.10
H 0.813 -4.188 5.810  0.00
H 1.145 -1.893 5.216  0.00
H -0.219 -5.039 2.552  0.00
C -4.806 1.904 0.232  0.00
N -3.783 1.202 1.014  0.01
C -4.061 0.860 2.412  0.00
C -2.608 0.862 0.493  0.01
N -1.636 0.328 1.194  0.06
N -2.432 1.124 -0.858  0.01
C -1.259 1.152 -1.586  0.01
N -1.367 1.655 -2.819  0.00
N -0.134 0.705 -1.111  0.02
H -5.616 2.182 0.896  0.00
H -5.225 1.263 -0.547  0.00
H -4.409 2.825 -0.199  0.00
H -5.081 1.143 2.642  0.00
H -3.400 1.403 3.090  0.00
H -3.959 -0.215 2.568  0.00
H -1.772 0.366 2.195  0.00
H -3.259 1.409 -1.356  0.00
H -2.217 2.063 -3.169  0.00
H -0.567 1.676 -3.431  0.00
H 0.620 0.755 -1.792  -0.01
C 2.446 -1.105 -2.148  0.00
Te 2.660 -0.755 -0.070  0.02
C 2.952 1.292 -0.561  0.01
C 3.030 1.345 -2.070  0.00
C 3.364 2.541 -2.706  0.00
C 3.424 2.600 -4.087  0.00
C 3.156 1.465 -4.847  0.00
C 2.833 0.273 -4.224  0.00
C 2.767 0.206 -2.831  0.00
H 1.421 -1.454 -2.302  0.00
H 3.112 -1.914 -2.446  0.00
H 3.846 1.663 -0.065  0.00
H 2.092 1.826 -0.159  0.00
H 3.588 3.421 -2.116  0.00
H 3.694 3.527 -4.574  0.00
H 3.220 1.507 -5.926  0.00
H 2.652 -0.617 -4.814  0.00

Calculated values
LUMO (spin up / spin down) ... -6.1 / -8.2 eV
Total charge ... +2
Orbital gap (spin up / spin down) ... 8.53 / 6.49 eV
E ... -1813.8864 a.u.
<S²> ... 0.754
Relative energy (zero: lowest compared OMol25 entry of this formula, charge and spin) ... 0.00 kcal/mol
Spin multiplicity ... 2

=====

4.
Density functional theory data (the ωB97M-V functional and the def2-TZVPD basis) for one molecule with the formula C19H22N2O5.

Last column: natural (NBO) charge in e.
CARTESIAN COORDINATES (ANGSTROEM)
C -4.678 -1.366 -1.585  -0.65
C -3.565 -1.276 -0.594  0.11
C -3.174 -2.348 0.132  -0.34
C -2.097 -2.297 1.096  0.74
O -1.684 -3.226 1.743  -0.56
O -1.494 -1.074 1.278  -0.48
C -1.855 0.012 0.566  0.44
C -1.134 1.179 0.817  -0.41
C -1.412 2.325 0.091  0.41
O -0.743 3.500 0.217  -0.50
C 0.297 3.579 1.171  -0.17
C 1.500 2.683 0.837  0.65
O 2.153 2.140 1.703  -0.63
N 1.744 2.584 -0.478  -0.61
C 2.795 1.763 -1.040  -0.23
C 2.239 0.714 -2.000  -0.41
C 1.358 -0.329 -1.303  -0.22
N 2.115 -1.174 -0.414  -0.44
C 1.973 -1.153 1.027  -0.22
C 3.138 -2.026 1.505  -0.40
C 3.396 -2.960 0.325  -0.50
C 2.879 -2.186 -0.876  0.68
O 3.087 -2.420 -2.048  -0.64
C -2.434 2.302 -0.870  -0.30
C -3.150 1.156 -1.100  -0.14
C -2.876 -0.024 -0.395  -0.21
H -4.315 -1.126 -2.583  0.23
H -5.094 -2.369 -1.598  0.23
H -5.468 -0.661 -1.332  0.23
H -3.647 -3.311 0.022  0.23
H -0.367 1.136 1.573  0.25
H 0.621 4.623 1.158  0.22
H -0.058 3.335 2.178  0.21
H 1.137 3.068 -1.123  0.40
H 3.507 2.405 -1.568  0.20
H 3.308 1.287 -0.203  0.23
H 1.652 1.206 -2.779  0.20
H 3.068 0.191 -2.477  0.24
H 0.566 0.158 -0.731  0.21
H 0.902 -0.961 -2.074  0.22
H 2.038 -0.134 1.414  0.22
H 1.007 -1.583 1.321  0.20
H 2.894 -2.560 2.421  0.22
H 4.015 -1.404 1.691  0.21
H 4.442 -3.233 0.199  0.23
H 2.812 -3.879 0.403  0.23
H -2.638 3.208 -1.419  0.23
H -3.932 1.162 -1.842  0.22

Calculated values
LUMO ... 0.0 eV
Orbital gap ... 8.74 eV
E ... -1222.9939 a.u.
Relative energy (zero: lowest compared OMol25 entry of this formula, charge and spin) ... 18.17 kcal/mol

=====

5.
Density functional theory data (the ωB97M-V functional and the def2-TZVPD basis) for one molecule with the formula C19H22N2OS.

Last column: natural (NBO) charge in e.
CARTESIAN COORDINATES (ANGSTROEM)
C 1.760 5.684 -1.080  -0.64
C 0.537 4.974 -1.654  -0.06
O -0.197 4.271 -0.672  -0.49
C 0.259 3.076 -0.207  0.30
C -0.480 2.519 0.839  -0.24
C -0.142 1.296 1.370  -0.20
C 0.939 0.581 0.860  0.09
N 1.297 -0.670 1.385  -0.61
C 0.484 -1.643 1.865  0.31
S 1.091 -2.784 2.899  -0.26
N -0.822 -1.672 1.506  -0.64
C -1.387 -1.185 0.299  0.12
C -2.448 -0.292 0.397  -0.19
C -3.032 0.240 -0.735  -0.21
C -2.559 -0.135 -1.980  -0.22
C -1.546 -1.070 -2.080  -0.14
C -0.941 -1.623 -0.955  -0.03
C 0.040 -2.744 -1.099  -0.09
C -0.436 -4.037 -0.457  -0.60
C 0.851 -2.879 -2.359  -0.41
C 1.524 -2.490 -1.081  -0.41
C 1.704 1.155 -0.147  -0.17
C 1.371 2.387 -0.680  -0.31
H 2.257 6.250 -1.863  0.22
H 1.452 6.366 -0.291  0.22
H 2.463 4.969 -0.658  0.21
H -0.171 5.712 -2.041  0.19
H 0.822 4.307 -2.477  0.17
H -1.318 3.076 1.224  0.22
H -0.696 0.896 2.204  0.22
H 2.280 -0.839 1.547  0.42
H -1.375 -2.339 2.028  0.42
H -2.813 -0.020 1.376  0.22
H -3.848 0.939 -0.645  0.22
H -3.000 0.276 -2.875  0.21
H -1.238 -1.403 -3.059  0.21
H -0.291 -4.025 0.621  0.23
H -1.493 -4.198 -0.666  0.21
H 0.125 -4.880 -0.853  0.21
H 0.778 -2.123 -3.125  0.21
H 1.014 -3.872 -2.751  0.22
H 2.149 -3.208 -0.572  0.22
H 1.866 -1.471 -1.002  0.21
H 2.580 0.642 -0.517  0.21
H 1.989 2.790 -1.467  0.22

Calculated values
LUMO ... 0.7 eV
Orbital gap ... 8.51 eV
E ... -1320.1334 a.u.
Relative energy (zero: lowest compared OMol25 entry of this formula, charge and spin) ... 30.40 kcal/mol

=====

- What is the E in the third record?
  -1813.8864 a.u.

=====

- Among the records above, which one has the highest E?
  C19H22N2O5